C23H29GeN11OS2Zr as an isolated structure at a distorted geometry. Source: the Open Molecules 2025 dataset; level of theory: ωB97M-V/def2-TZVPD.

Last column: natural (NBO) charge in e.
Element x y z (Å)
Zr 0.084 -0.122 -0.489  1.8389
Ge -2.099 -1.567 4.015  1.5682
S -0.333 -2.670 -1.171  -0.2601
S -2.369 0.652 0.710  -0.1340
O -1.028 -0.069 -2.101  -0.6218
N 1.408 1.320 -1.471  -0.6317
N -0.395 1.915 1.913  -0.3871
N 1.021 -0.801 1.380  -0.6328
N 1.900 -1.067 -0.891  -0.4192
N -3.180 4.044 -2.735  -0.2644
N 0.366 1.610 0.826  -0.4976
N -2.410 1.874 3.080  -0.7972
N 0.664 -2.821 -3.611  -0.7892
N 1.957 -1.618 -2.127  -0.4196
N -3.907 -0.005 -4.012  -0.2486
N -1.362 1.218 -2.017  0.0276
C 2.619 -0.784 3.637  -0.1813
C -1.683 1.552 1.961  0.2925
C 3.543 2.326 -0.891  -0.2643
C 4.343 -0.904 -0.390  -0.6752
C -2.070 -3.306 4.977  -1.0722
C -0.849 -1.799 2.464  -0.8715
C 0.522 -1.220 2.549  0.2537
C 0.856 -2.301 -2.378  0.2946
C -3.256 0.726 -3.416  0.2429
C 1.847 1.219 -2.732  0.0871
C 3.176 -0.465 2.423  -0.2955
C -2.820 2.955 -2.672  0.2598
C 2.381 -0.572 1.265  0.2373
C 2.882 -0.804 -0.062  0.2145
C 2.241 1.887 -0.517  0.1018
C -2.426 1.599 -2.665  -0.0628
C 1.656 2.030 0.757  0.2048
C 3.092 1.623 -3.143  -0.3125
C 3.960 2.182 -2.183  -0.1733
C -3.956 -1.308 3.356  -1.0635
C -1.556 -0.133 5.305  -1.0712
C 1.295 -1.238 3.697  -0.2814
C 2.328 2.673 1.940  -0.6855
H -0.560 0.242 5.092  0.2271
H 1.968 3.692 2.109  0.2210
H 4.197 2.758 -0.147  0.2126
H 0.015 2.442 2.685  0.3989
H -3.406 1.761 2.973  0.4160
H 3.216 -0.756 4.538  0.2180
H 4.446 -1.250 -1.416  0.2540
H -1.073 -3.574 5.316  0.2263
H -4.208 -2.123 2.684  0.2364
H 1.428 -2.814 -4.268  0.3983
H 4.827 0.070 -0.293  0.2342
H -2.140 2.685 3.619  0.3909
H -1.327 -1.449 1.535  0.2456
H 3.400 2.718 1.781  0.2378
H -0.721 -2.881 2.337  0.2619
H 4.832 -1.611 0.280  0.2293
H 4.951 2.495 -2.482  0.2156
H -2.427 -4.085 4.310  0.2293
H -1.559 -0.528 6.316  0.2287
H 4.215 -0.192 2.324  0.2241
H 1.147 0.782 -3.441  0.2142
H -4.658 -1.324 4.187  0.2273
H -2.258 0.692 5.267  0.2265
H -4.077 -0.382 2.806  0.2244
H -0.066 -3.508 -3.712  0.4105
H 0.886 -1.628 4.615  0.2132
H -2.726 -3.279 5.842  0.2268
H 3.398 1.513 -4.171  0.2220
H 2.154 2.085 2.845  0.2187

Force components x, y, z for each atom (eV/Å):
Zr -0.1 0.7 1.5
Ge 0.0 -0.1 0.3
S -0.5 -0.2 0.2
S 0.0 0.1 0.2
O -2.4 0.4 -2.6
N 0.6 0.2 0.5
N -0.4 0.3 0.8
N 0.9 -0.3 0.9
N 1.1 -0.3 0.6
N 0.0 0.0 0.0
N 0.2 0.0 -0.3
N 0.3 0.3 -0.5
N 0.2 0.0 0.0
N 0.6 -0.1 -0.9
N -0.2 -0.1 -0.1
N -0.9 0.8 -0.8
C -0.1 -0.1 0.0
C 0.3 0.0 0.0
C 0.1 0.0 -0.1
C -0.4 -0.1 0.0
C -0.1 0.5 -0.2
C -0.5 0.0 0.1
C 0.0 -0.2 0.4
C 0.4 -0.3 0.4
C 0.0 -0.7 -0.2
C 0.3 0.2 -1.0
C 0.0 0.0 -0.3
C 0.1 0.9 0.3
C -0.3 -0.2 0.6
C 0.1 -0.5 -0.8
C -0.3 0.3 0.0
C 1.2 -0.9 0.4
C 0.0 0.5 0.3
C -0.4 -0.1 0.1
C -0.1 0.0 0.3
C 0.5 -0.1 0.2
C -0.2 -0.4 -0.3
C 0.0 0.1 -0.1
C -0.3 -0.2 -0.4
H 0.1 0.1 -0.1
H 0.0 0.0 0.0
H 0.0 0.0 0.0
H -0.1 -0.2 -0.3
H 0.1 0.0 0.0
H 0.1 0.0 0.0
H 0.0 0.0 0.0
H 0.2 0.0 0.0
H 0.0 -0.1 -0.1
H 0.0 0.0 0.0
H 0.0 0.0 0.0
H 0.0 -0.1 0.0
H 0.1 -0.3 0.5
H 0.1 0.0 0.1
H -0.1 0.0 0.1
H 0.1 0.0 0.0
H 0.1 0.1 0.1
H 0.0 -0.1 -0.1
H 0.0 -0.2 0.1
H 0.1 0.0 0.0
H 0.1 0.0 0.1
H 0.0 0.0 0.1
H -0.1 0.0 0.0
H 0.0 0.1 -0.1
H 0.1 0.1 0.0
H -0.1 0.0 0.1
H -0.1 0.0 0.1
H -0.1 0.0 -0.1
H 0.1 -0.1 0.1

The LUMO energy (spin up / spin down) is -0.43 / -0.43 eV. As for the total energy: -4491.7479 hartree. The max |F| is 3.54 eV/Å. The value obtained for the HOMO energy (spin up / spin down) is -5.94 / -5.94 eV. The calculation puts the energy above the lowest of the compared OMol25 structures with the same formula, charge and spin at 199.2 kJ/mol. The spin multiplicity is 1.